{"formula": "C4H10NO2S", "method": "ωB97M-V/def2-TZVPD", "species": ["C", "C", "C", "C", "N", "O", "O", "S", "H", "H", "H", "H", "H", "H", "H", "H", "H", "H"], "coordinates": [[-0.9708, -0.5187, 0.1337], [-2.5815, 1.7737, 1.6431], [3.5265, -1.6350, -1.5426], [-3.0226, 0.8710, 0.5337], [-2.0234, 0.0274, 0.1728], [0.9526, -1.2253, -1.6748], [2.1313, -0.1395, 0.2776], [2.1952, -0.4415, -1.3489], [-0.0745, -0.9523, -0.4104], [2.8311, 0.2031, 0.8004], [-2.6408, 1.2622, 2.5511], [-1.5825, 2.0251, 1.4624], [-3.2084, 2.6040, 1.7059], [3.4773, -2.2725, -2.4585], [4.4093, -1.0138, -1.6256], [3.7509, -2.3722, -0.7231], [-3.2490, 1.4759, -0.3481], [-3.9208, 0.3283, 0.8514]], "homo_lumo_gap_ev": 9.431, "homo_energy_ev": -13.565, "charge": 1, "relative_energy_ev": 3.1948, "spin_multiplicity": 1, "max_force_ev_per_a": 7.859}

***

{"formula": "C22H24N2O4", "method": "ωB97M-V/def2-TZVPD", "species": ["C", "C", "C", "N", "C", "O", "C", "C", "C", "C", "C", "C", "C", "C", "N", "H", "H", "O", "C", "H", "H", "H", "H", "H", "H", "C", "C", "C", "C", "C", "C", "C", "O", "C", "H", "H", "H", "H", "H", "O", "C", "H", "H", "H", "H", "H", "H", "H", "H", "H", "H", "H"], "coordinates": [[4.7078, 2.9481, 0.9731], [3.5760, 3.2605, 0.3707], [2.9477, 2.4439, -0.7167], [1.5881, 2.0566, -0.3768], [0.5528, 2.7065, -0.9770], [0.7409, 3.6259, -1.7570], [-0.8140, 2.2497, -0.6572], [-1.9186, 3.0422, -0.4807], [-3.0242, 2.1828, -0.2553], [-4.3852, 2.3811, -0.0059], [-5.1929, 1.2852, 0.1505], [-4.6875, -0.0287, 0.0666], [-3.3460, -0.2567, -0.1754], [-2.5290, 0.8598, -0.3318], [-1.1904, 0.9260, -0.5613], [-0.5829, 0.1402, -0.7298], [-2.9251, -1.2477, -0.2446], [-5.6227, -1.0094, 0.2445], [-5.2099, -2.3485, 0.1584], [-4.7925, -2.5788, -0.8279], [-6.1062, -2.9463, 0.3173], [-4.4713, -2.5933, 0.9297], [-6.2489, 1.3930, 0.3417], [-4.7903, 3.3792, 0.0578], [-1.9280, 4.1132, -0.5003], [1.4603, 1.1187, 0.7089], [1.5526, -0.3298, 0.2883], [1.6155, -0.7130, -1.0354], [1.6916, -2.0606, -1.3986], [1.6994, -3.0231, -0.4019], [1.6350, -2.6465, 0.9337], [1.5622, -1.3114, 1.2935], [1.4932, -0.8432, 2.5759], [1.5175, -1.7743, 3.6298], [1.4661, -1.1841, 4.5432], [0.6582, -2.4514, 3.5893], [2.4427, -2.3596, 3.6291], [1.6442, -3.4210, 1.6838], [1.7566, -4.0734, -0.6377], [1.7468, -2.3077, -2.7379], [1.8493, -3.6424, -3.1688], [1.8942, -3.5980, -4.2556], [2.7586, -4.1191, -2.7884], [0.9768, -4.2314, -2.8673], [1.6145, 0.0251, -1.8233], [0.5159, 1.2795, 1.2383], [2.2615, 1.3163, 1.4311], [3.5379, 1.5431, -0.9121], [2.8787, 3.0454, -1.6288], [3.0221, 4.1471, 0.6483], [5.1340, 3.5644, 1.7461], [5.2670, 2.0661, 0.7039]], "homo_lumo_gap_ev": 8.056, "homo_energy_ev": -7.592, "charge": 0, "relative_energy_ev": 3.3800, "smiles": "C=CCN(Cc1cc(OC)ccc1OC)C(=O)c1cc2ccc(OC)cc2[nH]1", "spin_multiplicity": 1, "max_force_ev_per_a": 0.676}

***

{"formula": "C3H4FIO2", "method": "ωB97M-V/def2-TZVPD", "species": ["C", "C", "C", "O", "O", "F", "I", "H", "H", "H", "H"], "coordinates": [[-0.9407, 2.2071, -1.1376], [1.8332, -1.7774, -1.1887], [2.0874, 0.1456, -1.2522], [-1.4961, 1.4152, -1.7522], [-0.4277, 3.0194, -0.5089], [1.2733, 0.5475, -2.2519], [3.5245, 1.9246, -1.0505], [1.7049, -2.0956, -0.0493], [0.9404, -2.1160, -1.6450], [2.7457, -1.9838, -1.8223], [1.4106, 0.4022, -0.2482]], "homo_lumo_gap_ev": [7.399, 6.344], "homo_energy_ev": [-6.834, -9.914], "s2": 2.01, "charge": 0, "relative_energy_ev": 0.0000, "spin_multiplicity": 3, "max_force_ev_per_a": 6.374}

***

{"formula": "C3H4Cl2S", "method": "ωB97M-V/def2-TZVPD", "species": ["C", "C", "C", "S", "Cl", "Cl", "H", "H", "H", "H"], "coordinates": [[-0.4392, -0.9631, 0.3051], [-1.5902, -0.0854, 0.1435], [1.6911, 0.5879, -0.5481], [0.3148, -2.1797, 1.0438], [2.9268, -0.4967, -0.6820], [1.8882, 1.6800, 0.7906], [-1.4257, 0.6319, -0.6726], [-1.7340, 0.4558, 1.0262], [-2.6141, -0.6211, -0.0776], [0.9822, 0.9904, -1.3287]], "homo_lumo_gap_ev": [7.948, 6.865], "homo_energy_ev": [-7.918, -7.254], "charge": 0, "relative_energy_ev": 3.6247, "spin_multiplicity": 1, "max_force_ev_per_a": 3.085}

***

{"formula": "C2H2", "method": "ωB97M-V/def2-TZVPD", "species": ["C", "C", "H", "H"], "coordinates": [[0.6152, -0.1252, -0.0343], [-0.5944, -0.0017, -0.0664], [1.5837, 0.2055, 0.0150], [-1.6045, -0.0786, 0.0857]], "homo_lumo_gap_ev": 12.037, "homo_energy_ev": -10.728, "charge": 0, "relative_energy_ev": 0.2305, "smiles": "C#C", "spin_multiplicity": 1, "max_force_ev_per_a": 3.573}

***

{"formula": "C2H2N2O", "method": "ωB97M-V/def2-TZVPD", "species": ["O", "C", "C", "N", "N", "H", "H"], "coordinates": [[-1.2495, -0.4226, 1.5522], [-0.1998, -0.0697, 1.0671], [-0.0143, 0.6177, -0.2080], [-0.4347, -0.1053, -1.2722], [0.1316, -0.5653, -2.1282], [0.7757, -0.3087, 1.5538], [0.9910, 0.8540, -0.5647]], "homo_lumo_gap_ev": [7.747, 7.745], "homo_energy_ev": [-9.204, -9.203], "charge": 0, "relative_energy_ev": 3.7822, "spin_multiplicity": 1, "max_force_ev_per_a": 3.233}

***

{"formula": "C12H15AuF4N3O2", "method": "ωB97M-V/def2-TZVPD", "species": ["Au", "C", "N", "C", "C", "C", "N", "C", "C", "F", "C", "F", "C", "C", "F", "C", "F", "H", "H", "H", "H", "H", "H", "H", "H", "H", "H", "H", "N", "C", "C", "O", "O", "H", "H", "H", "H"], "coordinates": [[-0.9169, -0.2236, 0.1593], [-0.2999, 1.6419, -2.4293], [-0.2692, 0.2061, -2.1530], [-1.1234, -0.5192, -3.0928], [1.0745, -0.3693, -2.0813], [1.8590, 0.1128, -0.8697], [1.0879, -0.0266, 0.3711], [1.7270, 0.1755, 1.5684], [1.1166, -0.2731, 2.7649], [-0.0543, -0.9164, 2.7213], [1.7087, -0.1111, 3.9979], [1.0768, -0.5759, 5.0684], [2.9352, 0.5129, 4.1264], [3.5582, 0.9624, 2.9769], [4.7313, 1.5755, 3.0558], [2.9915, 0.7965, 1.7297], [3.6592, 1.2939, 0.6923], [0.1086, 1.8600, -3.4224], [0.2713, 2.1921, -1.6837], [-1.3303, 1.9894, -2.3826], [-0.7643, -0.4093, -4.1226], [-2.1367, -0.1215, -3.0448], [-1.1359, -1.5805, -2.8456], [1.6552, -0.1415, -2.9840], [0.9633, -1.4540, -2.0248], [2.1366, 1.1615, -0.9816], [2.7892, -0.4538, -0.7998], [3.3953, 0.6457, 5.0957], [-2.5664, -1.5842, 0.7001], [-3.7759, -1.1859, -0.0558], [-3.6961, 0.2750, -0.5303], [-4.6016, 0.7920, -1.1227], [-2.5649, 0.8974, -0.2437], [-2.3449, -2.5620, 0.5473], [-2.7082, -1.4695, 1.6994], [-4.6829, -1.2991, 0.5358], [-3.8735, -1.8141, -0.9401]], "homo_lumo_gap_ev": [4.970, 4.973], "homo_energy_ev": [-11.764, -11.767], "charge": 1, "relative_energy_ev": 2.1301, "spin_multiplicity": 1, "max_force_ev_per_a": 1.264}

***

{"formula": "C5H9NO", "method": "ωB97M-V/def2-TZVPD", "species": ["C", "C", "C", "O", "C", "C", "N", "H", "H", "H", "H", "H", "H", "H", "H", "H"], "coordinates": [[2.1102, -0.1928, 0.1968], [0.7534, 0.5193, 0.3774], [-0.2904, 0.0598, -0.7010], [-0.0711, -1.2819, -1.0866], [-1.8470, -0.0562, -0.3331], [-2.2403, 0.8142, 0.7591], [-2.4086, 1.4744, 1.6929], [2.6001, 0.0661, -0.7497], [2.8029, 0.0687, 1.0055], [2.0012, -1.2804, 0.2072], [0.9415, 1.6050, 0.3490], [0.3692, 0.3221, 1.3834], [-0.0509, 0.6509, -1.6052], [-0.0897, -1.7605, -0.2475], [-2.1190, -1.0898, -0.0174], [-2.4616, 0.0812, -1.2307]], "homo_lumo_gap_ev": 11.388, "homo_energy_ev": -10.646, "charge": 0, "relative_energy_ev": 1.6336, "smiles": "CC[C@@H](O)CC#N", "spin_multiplicity": 1, "max_force_ev_per_a": 1.321}

***

Values for E_tot, eV, ordered as above
-20720.8187; -34372.6845; -18083.5833; -39051.7531; -2103.8445; -7130.0614; -35805.1190; -8867.5790